*i*
The following is a quantum chemistry calculation of 2 unconnected molecules or ions with the total composition C2H4O2, from OMol25.

Each line ends with the natural charge from an NBO analysis.
Element x y z (Å)
C 1.091 -1.383 -0.902  0.2833
O 1.139 -0.344 -0.316  -0.5072
H 1.356 -2.319 -0.411  0.1133
H 0.760 -1.388 -1.950  0.1121
C -1.077 1.348 0.873  0.2842
O -2.098 1.958 0.736  -0.5038
H -0.088 1.820 0.745  0.1163
H -1.084 0.308 1.224  0.1017

Calculated values
2S+1 = 1
SMILES = C=O.C=O
Total charge = 0
Highest occupied orbital energy = -9.873 eV
HOMO-LUMO gap = 10.41 eV
E_LUMO = 0.5 eV

---

*ii*
The following is a quantum chemistry calculation of 2 unconnected molecules or ions with the total composition C2H4O2, from OMol25.

Each line ends with the natural charge from an NBO analysis.
Element x y z (Å)
C -0.922 0.246 -0.503  -0.1803
C 0.341 -0.029 0.172  0.5777
O -0.655 -0.905 0.358  -0.4906
O 1.562 -0.284 -0.266  -0.6897
H -1.400 1.028 0.043  0.2144
H -1.255 -0.241 -1.500  0.2152
H 0.317 1.269 1.620  -0.1544
H 2.012 -1.084 0.076  0.5077

Calculated values
2S+1 = 1
Total charge = 0
Highest occupied orbital energy = -8.847 eV
HOMO-LUMO gap = 9.35 eV
E_LUMO = 0.5 eV

---

*iii*
The following is a quantum chemistry calculation of 2 unconnected molecules or ions with the total composition C2H4O2, from OMol25.

Each line ends with the natural charge from an NBO analysis.
Element x y z (Å)
C -0.878 -0.054 0.948  0.2627
O -1.091 1.146 0.922  -0.4813
H -1.077 -0.759 0.106  0.0944
H -0.423 -0.487 1.870  0.1154
C 0.838 0.021 -0.973  0.2391
O 0.891 1.007 -0.202  -0.4761
H 1.629 -0.051 -1.756  0.1303
H 0.110 -0.823 -0.913  0.1154

Calculated values
2S+1 = 1
SMILES = C=O.C=O
Total charge = 0
Highest occupied orbital energy = -9.665 eV
HOMO-LUMO gap = 9.95 eV
E_LUMO = 0.3 eV

---

Stability verdict: *i*, ahead by 0.0462 hartree

---

*i*
The following is a quantum chemistry calculation of 2 unconnected molecules or ions with the total composition C2H4O2, from OMol25.

Each line ends with the natural charge from an NBO analysis.
Element x y z (Å)
C 0.761 5.077 0.196  0.2550
O 0.889 5.587 -0.937  -0.4970
H 1.367 5.310 1.104  0.1262
H 0.004 4.262 0.292  0.1158
C -0.783 -5.078 -0.157  0.2486
O 0.438 -4.973 0.180  -0.4995
H -1.572 -4.449 0.320  0.1249
H -1.105 -5.736 -0.999  0.1261

Calculated values
2S+1 = 1
SMILES = C=O.C=O
Total charge = 0
Highest occupied orbital energy = -10.354 eV
HOMO-LUMO gap = 10.76 eV
E_LUMO = 0.4 eV

---

*ii*
The following is a quantum chemistry calculation of C2H4O2 in the gas phase, from OMol25.

Each line ends with the natural charge from an NBO analysis.
Element x y z (Å)
C -0.271 -0.787 -0.498  -0.7255
C 0.029 0.308 0.486  0.7921
O -0.399 0.363 1.610  -0.5943
O 0.812 1.265 -0.044  -0.6857
H -0.627 -1.632 0.077  0.2397
H 0.591 -1.012 -1.114  0.2359
H -1.080 -0.453 -1.148  0.2427
H 0.945 1.948 0.631  0.4952

Calculated values
2S+1 = 1
SMILES = CC(=O)O
Total charge = 0
Highest occupied orbital energy = -10.613 eV
HOMO-LUMO gap = 11.39 eV
E_LUMO = 0.8 eV

---

*iii*
The following is a quantum chemistry calculation of 2 unconnected molecules or ions with the total composition C2H4O2, from OMol25.

Each line ends with the natural charge from an NBO analysis.
Element x y z (Å)
C -1.868 0.399 -0.004  0.2938
O -1.238 -0.544 -0.305  -0.5028
H -1.426 1.387 -0.131  0.1092
H -2.850 0.346 0.462  0.0995
C 1.827 -0.389 0.018  0.2907
O 1.628 0.758 -0.205  -0.5008
H 2.857 -0.753 0.048  0.0880
H 1.069 -1.204 0.118  0.1224

Calculated values
2S+1 = 1
SMILES = C=O.C=O
Total charge = 0
Highest occupied orbital energy = -9.944 eV
HOMO-LUMO gap = 11.01 eV
E_LUMO = 1.1 eV

---

Stability verdict: *ii*, ahead by 0.0891 hartree

---

*i*
The following is a quantum chemistry calculation of CH4N4S in the gas phase, from OMol25.

Each line ends with the natural charge from an NBO analysis.
Element x y z (Å)
N 0.139 1.700 -0.147  -0.6172
N 0.359 0.550 0.503  0.0272
N 1.315 -0.299 0.023  -0.2469
C 0.910 -1.422 -0.344  -0.1246
S -0.756 -1.794 -0.343  0.3911
N -1.092 -0.193 0.329  -0.7245
H -0.376 1.657 -1.052  0.3453
H -0.452 2.276 0.462  0.3613
H 1.468 -2.198 -0.743  0.2130
H -1.514 -0.275 1.312  0.3752

Calculated values
2S+1 = 1
SMILES = NN1N=CSN1
Total charge = 0
Highest occupied orbital energy = -8.232 eV
HOMO-LUMO gap = 8.82 eV
E_LUMO = 0.6 eV

---

*ii*
The following is a quantum chemistry calculation of 2 unconnected molecules or ions with the total composition CH4N4S, from OMol25.

Each line ends with the natural charge from an NBO analysis.
Element x y z (Å)
C -2.101 -0.130 0.304  -0.8419
N 1.492 -1.262 0.486  -0.1093
N 2.021 -0.521 -0.153  0.2704
N 0.267 1.140 -0.351  -0.7758
N 2.958 -0.052 -0.716  -0.5508
S -0.847 1.243 0.580  0.9228
H -3.114 0.171 0.520  0.2279
H -1.794 -0.792 1.056  0.2292
H -1.906 -0.628 -0.559  0.2342
H 3.024 0.830 -1.168  0.3933

Calculated values
2S+1 = 1
Total charge = 0
Highest occupied orbital energy = -9.052 eV
HOMO-LUMO gap = 8.39 eV
E_LUMO = -0.7 eV

---

Stability verdict: *i*, ahead by 0.0414 hartree

---

*i*
The following is a quantum chemistry calculation of 2 unconnected molecules or ions with the total composition C3H13N3O, from OMol25.

Each line ends with the natural charge from an NBO analysis.
Element x y z (Å)
N -1.618 -1.498 2.155  -0.8223
C -0.615 -1.435 1.069  -0.2360
C -1.289 -1.434 -0.305  -0.2300
N -0.396 -1.366 -1.437  -0.8441
H -1.134 -1.416 3.077  0.3599
H -2.032 -2.403 2.128  0.3446
H 0.157 -2.237 1.094  0.1480
H -0.118 -0.483 1.170  0.2204
H -2.045 -2.242 -0.423  0.1620
H -1.843 -0.500 -0.327  0.2017
H 0.257 -2.145 -1.462  0.3596
H -0.985 -1.458 -2.262  0.3701
N 1.850 2.918 -0.068  -0.8337
C 1.602 1.799 -0.928  0.0943
O 0.447 1.152 -0.444  -0.7883
H 1.017 3.530 -0.060  0.3561
H 1.919 2.575 0.885  0.3523
H 1.401 2.171 -1.943  0.1445
H 2.480 1.129 -0.961  0.1457
H 0.307 0.311 -0.930  0.4953

Calculated values
2S+1 = 1
SMILES = NCCN.NCO
Total charge = 0
Highest occupied orbital energy = -9.419 eV
HOMO-LUMO gap = 10.35 eV
E_LUMO = 0.9 eV

---

*ii*
The following is a quantum chemistry calculation of 2 unconnected molecules or ions with the total composition C3H13N3O, from OMol25.

Each line ends with the natural charge from an NBO analysis.
Element x y z (Å)
C 1.328 0.740 -0.425  -0.2264
O -0.356 0.265 -0.307  -0.4945
N -1.163 1.413 -0.424  -0.0415
C -2.004 1.535 0.756  -0.4279
N -1.967 1.370 -1.580  -0.6614
H 1.997 1.078 0.375  0.2063
H 1.699 0.011 -1.129  0.1902
H 1.054 1.663 -0.928  0.1757
H -2.691 0.683 0.859  0.1670
H -2.570 2.459 0.676  0.2141
H -1.352 1.574 1.629  0.2040
H -2.440 0.462 -1.644  0.3247
H -1.363 1.465 -2.390  0.3561
C 1.564 -2.508 0.271  -0.4096
N 1.395 -1.302 1.071  -0.8518
H 1.354 -2.256 -0.770  0.1856
H 0.888 -3.337 0.544  0.1674
H 2.600 -2.865 0.338  0.1887
H 0.431 -0.975 1.030  0.3827
H 1.597 -1.473 2.049  0.3507

Calculated values
2S+1 = 1
SMILES = CON(C)N.CN
Total charge = 0
Highest occupied orbital energy = -8.681 eV
HOMO-LUMO gap = 9.78 eV
E_LUMO = 1.1 eV

---

Stability verdict: *i*, ahead by 0.1493 hartree

---

*i*
The following is a quantum chemistry calculation of C12H16N6O3 in the gas phase, from OMol25.

Each line ends with the natural charge from an NBO analysis.
Element x y z (Å)
N 0.253 -1.727 -1.960  -0.8700
C 1.120 -1.121 -0.944  -0.1345
C 2.638 -1.240 -1.196  -0.4142
C 3.370 -0.747 0.116  0.0946
C 4.343 0.159 0.106  -0.0982
N 4.626 0.521 1.444  -0.5413
C 3.765 -0.220 2.176  0.1872
N 3.095 -1.027 1.453  -0.4788
C 0.741 0.344 -0.798  0.6947
O 1.435 1.187 -1.329  -0.6691
N -0.405 0.482 -0.178  -0.6465
C -1.382 1.574 -0.293  -0.1573
C -2.546 1.412 0.690  -0.4264
C -3.165 0.058 0.558  0.1013
C -4.486 -0.321 0.562  -0.0854
N -4.528 -1.665 0.665  -0.5030
C -3.260 -2.179 0.553  0.1656
N -2.423 -1.108 0.473  -0.5228
C -0.917 3.015 -0.086  0.7952
O -1.407 3.756 0.661  -0.5502
O 0.068 3.487 -0.886  -0.7066
H -0.738 -1.452 -1.820  0.3817
H 0.493 -2.664 -2.295  0.3853
H 1.086 -1.578 0.124  0.1922
H 2.995 -0.626 -2.087  0.2393
H 2.864 -2.287 -1.267  0.2116
H 4.705 0.798 -0.701  0.2152
H 5.282 1.272 1.690  0.4207
H 3.881 -0.301 3.164  0.1805
H -0.892 -0.415 0.121  0.4592
H -1.786 1.387 -1.262  0.2140
H -2.178 1.528 1.679  0.2392
H -3.457 2.049 0.621  0.2470
H -5.417 0.264 0.562  0.2218
H -5.343 -2.255 0.685  0.4199
H -3.069 -3.239 0.346  0.2184
H 0.639 2.878 -1.346  0.5196

Calculated values
2S+1 = 1
SMILES = N[C@@H](Cc1c[nH]cn1)C(=O)N[C@@H](Cc1c[nH]cn1)C(=O)O
Total charge = 0
Highest occupied orbital energy = -8.616 eV
HOMO-LUMO gap = 9.04 eV
E_LUMO = 0.4 eV

---

*ii*
The following is a quantum chemistry calculation of C12H16N6O3 in the gas phase, from OMol25.

Each line ends with the natural charge from an NBO analysis.
Element x y z (Å)
N -0.089 -2.197 -0.713  -0.8425
C 0.992 -1.458 -0.111  -0.1325
C 2.354 -1.773 -0.719  -0.4199
C 3.497 -0.934 -0.202  0.0747
C 4.251 0.052 -0.721  -0.0838
N 5.172 0.387 0.271  -0.5502
C 4.859 -0.396 1.335  0.1878
N 3.874 -1.206 1.145  -0.4705
C 0.618 0.044 -0.244  0.7184
O 1.309 0.804 -0.930  -0.6494
N -0.432 0.488 0.446  -0.6179
C -1.411 1.390 -0.213  -0.1434
C -2.818 1.129 0.406  -0.4269
C -3.399 -0.256 0.193  0.0849
C -4.735 -0.407 0.168  -0.0907
N -4.963 -1.777 0.143  -0.5278
C -3.694 -2.312 0.093  0.2075
N -2.755 -1.454 0.102  -0.5075
C -0.971 2.884 -0.066  0.7892
O -1.647 3.707 0.505  -0.5900
O 0.204 3.175 -0.593  -0.6819
H -0.920 -1.919 -0.267  0.3908
H -0.027 -3.186 -0.599  0.3580
H 1.224 -1.565 1.005  0.1877
H 2.331 -1.740 -1.834  0.2252
H 2.572 -2.863 -0.463  0.2207
H 4.246 0.528 -1.723  0.2254
H 6.009 0.914 -0.032  0.4246
H 5.526 -0.382 2.184  0.1867
H -0.867 -0.220 1.055  0.4078
H -1.461 1.202 -1.290  0.2143
H -2.701 1.292 1.463  0.2250
H -3.526 1.879 0.077  0.2483
H -5.550 0.277 0.167  0.2197
H -5.856 -2.182 0.049  0.4223
H -3.525 -3.401 0.062  0.1974
H 0.674 2.419 -0.992  0.5182

Calculated values
2S+1 = 1
SMILES = N[C@@H](Cc1c[nH]cn1)C(=O)N[C@@H](Cc1c[nH]cn1)C(=O)O
Total charge = 0
Highest occupied orbital energy = -8.498 eV
HOMO-LUMO gap = 9.01 eV
E_LUMO = 0.5 eV

---

Stability verdict: *ii*, ahead by 0.0369 hartree

---

*i*
The following is a quantum chemistry calculation of 2 unconnected molecules or ions with the total composition C6H11BO3, from OMol25.

Each line ends with the natural charge from an NBO analysis.
Element x y z (Å)
B 0.257 1.126 0.512  0.7542
C -2.036 2.372 -0.356  -0.4225
C -1.034 2.307 0.528  -0.4534
C -1.354 -2.059 0.382  -0.0868
C -0.147 -1.332 1.000  -0.0912
C 2.749 0.192 -1.250  -0.7753
C 2.380 0.223 0.147  0.5336
O -1.736 -1.329 -0.710  -0.7238
O -0.468 0.066 0.968  -0.7560
O 2.983 -0.278 1.026  -0.5230
H -2.799 3.107 -0.261  0.1945
H -2.053 1.918 -1.336  0.1887
H -1.028 2.948 1.405  0.2088
H -1.146 -3.163 0.099  0.1783
H -2.109 -2.394 1.038  0.1703
H 0.229 -1.796 1.966  0.2002
H 0.788 -1.587 0.385  0.1743
H 2.026 0.280 -2.046  0.2435
H 3.061 -0.835 -1.544  0.2415
H 3.621 0.736 -1.405  0.2536
H -2.184 -0.503 -0.547  0.4906

Calculated values
2S+1 = 1
Total charge = 0
Highest occupied orbital energy = -8.181 eV
HOMO-LUMO gap = 8.83 eV
E_LUMO = 0.7 eV

---

*ii*
The following is a quantum chemistry calculation of C6H11BO3 in the gas phase, from OMol25.

Each line ends with the natural charge from an NBO analysis.
Element x y z (Å)
C 0.196 2.147 -2.432  -0.6341
C 0.048 0.994 -1.502  -0.1995
C 0.299 1.036 -0.179  -0.2402
C 0.234 -0.030 0.783  -0.4746
B 0.883 0.015 2.218  1.0711
O 0.916 -1.029 3.059  -0.8843
O 1.207 1.348 2.577  -0.9173
C -0.456 -1.508 0.322  0.4665
C -1.299 -1.878 -0.829  -0.7408
O -0.405 -2.388 1.332  -0.6352
H 0.528 1.953 -3.542  0.2089
H -0.826 2.457 -2.501  0.2122
H 0.744 2.860 -1.882  0.2067
H -0.246 0.182 -2.116  0.1712
H 0.637 2.115 0.066  0.2156
H 0.752 -0.741 3.970  0.4922
H 1.971 1.438 3.248  0.4865
H -1.831 -1.101 -1.178  0.2539
H -2.097 -2.490 -0.539  0.2264
H -0.830 -2.156 -1.715  0.2421
H -0.424 -3.224 0.841  0.4731

Calculated values
2S+1 = 1
SMILES = C/C=C/C(B(O)O)=C(\C)O
Total charge = 0
Highest occupied orbital energy (alpha / beta) = -6.823 / -6.809 eV
HOMO-LUMO gap (alpha / beta) = 7.35 / 7.32 eV
E_LUMO (alpha / beta) = 0.5 / 0.5 eV

---

Stability verdict: *ii*, ahead by 0.1073 hartree